[1]
Computed, not measured: a structure of composition C12H24LiNO13 at a distorted geometry, with wB97M-V/def2-TZVPD.

```
! RIJCOSX wB97M-V def2-TZVPD def2/J DEFGRID3
* xyz -2 1
Li 1.8246 -0.9998 -1.2257
C -0.5785 3.2243 1.0440
C -0.9303 1.8934 0.4203
N -1.0082 0.7270 1.3902
C 0.3347 0.4907 1.9135
C -1.9744 0.9947 2.4463
C -2.1703 -0.1894 3.3542
C -1.4030 -0.4508 0.5581
C -2.8704 -0.5569 0.2079
O -3.3613 0.3030 -0.7974
C -2.7584 0.2714 -2.0783
H -0.5970 3.9588 0.2325
H 0.4292 3.2379 1.4439
H -1.3698 3.5905 1.7066
H -0.1297 1.6193 -0.2739
H -1.8828 1.9172 -0.1029
H 0.2411 -0.3378 2.6109
H 0.5884 1.4002 2.4466
H 1.0152 0.2630 1.1417
H -2.9150 1.2808 1.9869
H -1.5443 1.8397 2.9755
H -2.9416 0.1264 4.0640
H -1.2948 -0.4290 3.9503
H -2.4888 -1.0648 2.8023
H -1.1397 -1.3222 1.1653
H -0.7914 -0.4885 -0.3422
H -3.6164 -0.4537 1.0063
H -3.0516 -1.6044 -0.1063
H -2.4871 -0.7530 -2.3465
H -1.8649 0.8916 -2.1405
H -3.4775 0.6973 -2.7731
O 1.7315 -3.8833 0.9618
C 0.7620 -2.8727 1.0074
O -0.0071 -2.8038 1.9998
O 0.7313 -2.1004 -0.0168
H 2.0865 -3.7360 0.0467
O 4.1385 1.4447 -0.4198
C 2.7835 1.6951 -0.2949
O 2.0078 0.9759 -1.0384
O 2.4001 2.5720 0.5210
H 4.1741 0.6562 -1.0281
O 3.3075 -3.3239 -2.7951
C 4.1997 -2.6586 -1.9450
O 3.7381 -1.5726 -1.4205
O 5.3504 -3.1791 -1.7639
H 3.6760 -4.2217 -2.8592
O 0.7360 1.6026 -3.2970
C 0.4791 0.3284 -3.8420
O 0.1160 0.2792 -5.0305
O 0.6342 -0.6383 -3.0422
H 1.1689 1.3592 -2.4236
*
```

Summary:
Energy relative to the best compared isomer or geometry (same formula, charge and spin) (eV): 0.0000
E_tot (hartree): -1512.32188

***

[2]
Computed, not measured: a structure of composition C29H38AsCdN6O7S2, with wB97M-V/def2-TZVPD.

```
! RIJCOSX wB97M-V def2-TZVPD def2/J DEFGRID3
* xyz -1 1
Cd 0.1475 0.4778 0.6854
C 2.0282 -1.9378 1.8195
C 0.8543 -2.1202 2.7727
N -0.3657 -1.5913 2.1910
C -1.3695 -1.1955 3.1563
C -0.9239 0.0446 3.8950
C -1.3502 0.3442 5.1798
C -0.9679 1.5529 5.7347
C -0.1923 2.4247 4.9906
C 0.1845 2.0426 3.7120
C 0.9008 2.9943 2.7821
N 1.5330 2.3330 1.6533
C 2.8645 1.7688 1.8969
C 2.8613 0.3177 2.3709
N 2.1906 -0.5463 1.4128
N -0.1432 0.8657 3.2080
H 1.8459 -2.5053 0.9073
H 2.9425 -2.3328 2.2867
H 1.0381 -1.5722 3.7013
H 0.7738 -3.1819 3.0518
H -0.7512 -2.1550 1.4444
H -1.6102 -1.9857 3.8849
H -2.2907 -0.9463 2.6189
H -1.9877 -0.3465 5.7147
H -1.2919 1.8245 6.7306
H 0.0932 3.3939 5.3776
H 1.6217 3.5948 3.3564
H 0.1409 3.6737 2.3879
H 1.5780 2.9557 0.8564
H 3.4097 2.3760 2.6336
H 3.4086 1.8171 0.9509
H 2.3512 0.2331 3.3318
H 3.9078 0.0136 2.5325
H 2.6247 -0.5157 0.4923
O -3.3098 -0.6065 -2.3378
As -2.6314 0.3566 -0.9961
O -1.4051 -0.6057 -0.3604
O -2.1936 1.7944 -1.6092
C -4.1290 0.1290 0.2282
C -5.0120 -0.9078 -0.0688
C -6.0511 -1.2257 0.7932
C -6.2206 -0.5057 1.9658
C -5.3467 0.5263 2.2687
C -4.3052 0.8460 1.4058
S -3.2170 2.1911 1.8881
O -3.2738 2.2015 3.3454
O -3.7299 3.3829 1.2583
O -1.9065 1.7575 1.3968
H -2.8986 -0.2559 -3.1360
H -4.8815 -1.4683 -0.9832
H -6.7250 -2.0361 0.5452
H -7.0253 -0.7501 2.6483
H -5.4430 1.0947 3.1834
C 4.5202 -0.5509 -4.5891
C 3.3775 0.4230 -4.8389
N 3.0150 1.1634 -3.6408
C 3.6408 2.4606 -3.4634
C 2.8041 3.5885 -4.0509
C 2.1726 0.6090 -2.7305
S 1.7814 1.5293 -1.3292
N 1.6658 -0.5629 -3.0698
C 1.2339 -1.4839 -2.1932
O 1.6125 -1.6228 -1.0230
C 0.2514 -2.4702 -2.7689
C 0.0991 -2.6275 -4.1423
C -0.8024 -3.5531 -4.6470
C -1.5698 -4.3183 -3.7801
C -1.4291 -4.1560 -2.4096
C -0.5187 -3.2416 -1.9067
H 4.7992 -1.0669 -5.5097
H 4.2128 -1.2945 -3.8546
H 5.4027 -0.0325 -4.2095
H 2.4991 -0.1167 -5.1889
H 3.6498 1.1537 -5.6047
H 4.6209 2.4165 -3.9475
H 3.8032 2.6287 -2.3998
H 2.6441 3.4402 -5.1203
H 3.2989 4.5515 -3.9115
H 1.8343 3.6201 -3.5567
H 0.6926 -2.0118 -4.8038
H -0.9111 -3.6722 -5.7179
H -2.2849 -5.0306 -4.1724
H -2.0450 -4.7317 -1.7297
H -0.4223 -3.0747 -0.8463
*
```

Summary:
Energy relative to the best compared isomer or geometry (same formula, charge and spin) (eV): 1.4689
E_tot (hartree): -5183.18315

***

Number 1: LUMO energy 4.080 eV, HOMO level -2.2 eV. Number 2: LUMO energy 2.512 eV, HOMO level -5.5 eV.